Here is C11H20N4PZn as an isolated structure at a distorted geometry from OMol25. Energies are from wB97M-V/def2-TZVPD.

The value obtained for the gap between HOMO and LUMO (alpha / beta) is 2.66 / 2.55 eV. Its spin multiplicity is 1. Its highest occupied orbital energy (alpha / beta) is -0.09 / 0.05 eV. As for the net charge: -1. As for the LUMO energy (alpha / beta): 2.57 / 2.60 eV.

The geometry in XYZ format:
```
37
Properties=species:S:1:pos:R:3:nbo_charge:R:1
C 0.17538 0.53674 -3.59371 -0.529
C -0.98063 -0.29911 -3.76361 -0.333
C -0.71183 -1.55967 -3.18108 -0.350
C 0.61735 -1.56737 -2.69049 -0.353
C 1.18674 -0.26588 -2.88352 -0.505
Zn 0.10887 1.09266 -1.44716 0.803
P -0.62646 3.23925 -1.52428 -0.494
H 0.38328 1.47229 -4.11145 0.245
H -1.85280 -0.04634 -4.35375 0.209
H -1.37844 -2.42399 -3.19804 0.199
H 2.25240 -0.03525 -2.86382 0.247
H 1.15426 -2.44223 -2.31805 0.200
H -1.75910 3.54670 -0.70476 -0.094
H -1.07585 3.79150 -2.76777 -0.050
H 0.27872 4.25666 -1.08201 0.070
C -0.00527 1.25274 1.46838 -0.222
N 0.06656 0.16990 0.41650 -0.657
C -1.08848 -0.77894 0.64818 -0.102
N -1.05997 -1.32731 2.01259 -0.473
C -1.10741 -0.22750 2.99584 -0.089
N 0.03153 0.70742 2.83084 -0.463
C 1.28518 -0.06741 3.00274 -0.094
N 1.37789 -1.17992 2.02795 -0.468
C 1.32783 -0.63700 0.66138 -0.106
C 0.20191 -2.05602 2.23789 -0.076
H -0.95241 1.79307 1.33946 0.210
H 0.83859 1.94037 1.33965 0.227
H -1.02444 -1.61206 -0.06736 0.220
H -2.03394 -0.24505 0.50493 0.200
H -1.03815 -0.67241 3.99752 0.189
H -2.04334 0.33662 2.88251 0.202
H 2.14409 0.60156 2.87532 0.211
H 1.27800 -0.49470 4.01583 0.188
H 1.34814 -1.48736 -0.03943 0.219
H 2.20739 0.00308 0.50015 0.228
H 0.20517 -2.40513 3.27874 0.191
H 0.26923 -2.90991 1.55387 0.198
```

Here is a 2-piece molecular cluster, C13H30NO7S overall at a distorted geometry from OMol25. Energies are from wB97M-V/def2-TZVPD.

The value obtained for the gap between HOMO and LUMO is 9.17 eV. Its spin multiplicity is 1. Its highest occupied orbital energy is -11.93 eV. As for the net charge: +1. As for the LUMO energy: -2.76 eV.

The geometry in XYZ format:
```
52
Properties=species:S:1:pos:R:3:nbo_charge:R:1
O 5.06311 0.37233 2.82838 -0.908
S 5.28996 1.33794 1.72466 2.271
O 5.70988 2.64423 2.27413 -0.904
C 3.71325 1.47205 0.82210 -0.667
C 3.89460 2.55433 -0.32008 -0.250
C 3.33002 3.94723 0.06365 -0.083
O 2.02182 4.19496 -0.41398 -0.504
C 1.10476 3.36148 0.20530 0.243
O -0.16427 3.54738 -0.39549 -0.515
C -1.10804 2.69297 0.21646 -0.105
C -1.04817 1.22711 -0.27802 -0.096
O -1.02092 1.10448 -1.69698 -0.712
C 5.37575 2.56171 -0.80977 -0.452
C 5.91338 1.09824 -0.70636 -0.094
O 6.36948 0.76018 0.62273 -0.653
H 3.46052 0.52587 0.32187 0.243
H 2.93583 1.76495 1.53529 0.264
H 3.29049 2.17906 -1.16844 0.216
H 3.96748 4.70000 -0.42892 0.210
H 3.43887 4.14650 1.14822 0.192
H 1.34494 2.28176 0.13475 0.109
H 0.99625 3.62265 1.27916 0.136
H -2.10846 3.08418 -0.02200 0.204
H -0.97532 2.77473 1.31360 0.173
H -0.11382 0.76831 0.10671 0.137
H -1.87039 0.62224 0.12600 0.189
H -0.10543 1.22864 -1.93196 0.471
H 6.02156 3.29070 -0.30388 0.252
H 5.37909 2.82380 -1.88255 0.233
H 5.19061 0.37454 -1.11183 0.178
H 6.80978 1.03990 -1.34327 0.221
C -4.69551 -2.25369 0.83398 -0.408
N -4.46715 -3.42994 -0.07949 -0.198
C -5.74458 -3.68976 -0.82716 -0.404
C -4.12740 -4.63626 0.73798 -0.413
C -3.38496 -3.13541 -1.10963 -0.231
C -1.99653 -2.88411 -0.55022 -0.093
O -2.00093 -1.75565 0.31251 -0.732
H -5.63913 -2.41421 1.35421 0.223
H -3.89518 -2.20398 1.56187 0.252
H -4.74827 -1.35047 0.23272 0.237
H -6.52643 -3.91327 -0.10547 0.234
H -5.59008 -4.53821 -1.49042 0.231
H -5.99620 -2.79825 -1.39703 0.237
H -3.24051 -4.42602 1.32914 0.235
H -3.95028 -5.47249 0.06449 0.232
H -4.96603 -4.84947 1.39716 0.237
H -3.73078 -2.26193 -1.66276 0.238
H -3.35593 -3.99493 -1.77890 0.235
H -1.32114 -2.68386 -1.38663 0.215
H -1.61563 -3.75728 -0.01259 0.179
H -1.11398 -1.65528 0.66672 0.493
```

Here is a 2-piece molecular cluster, C2H4NP overall at a distorted geometry from OMol25. Energies are from wB97M-V/def2-TZVPD.

The value obtained for the gap between HOMO and LUMO (alpha / beta) is 8.91 / 6.78 eV. Its spin multiplicity is 1. Its highest occupied orbital energy (alpha / beta) is -9.21 / -7.48 eV. As for the LUMO energy (alpha / beta): -0.30 / -0.70 eV.

The geometry in XYZ format:
```
8
Properties=species:S:1:pos:R:3:nbo_charge:R:1
C 1.94547 0.64708 0.03408 -0.149
C -0.49418 0.06414 -0.28410 -0.492
N 2.69146 0.21363 -0.89164 -0.600
P 2.82837 -0.90958 0.38172 0.478
H 1.40087 1.43343 0.51889 0.250
H -0.38793 0.69262 -1.17123 0.173
H -1.43451 0.14394 0.16674 0.168
H 0.06604 -0.83409 -0.19569 0.173
```

Here is a 2-piece molecular cluster, C4H8O2 overall from OMol25. Energies are from wB97M-V/def2-TZVPD.

The value obtained for the gap between HOMO and LUMO is 9.41 eV. Its spin multiplicity is 1. Its highest occupied orbital energy is -8.69 eV. As for the LUMO energy: 0.71 eV.

The geometry in XYZ format:
```
14
Properties=species:S:1:pos:R:3:nbo_charge:R:1
C -1.21042 -0.97487 0.17031 -0.643
C -0.92370 0.50358 0.12184 0.063
O -0.23327 0.98272 1.32426 -0.463
C 0.92976 1.25607 0.75120 0.266
C 0.33580 0.95857 -0.64970 -0.073
O 0.93532 0.13285 -1.59625 -0.690
H -0.30475 -1.55034 0.39040 0.213
H -1.95730 -1.20191 0.93651 0.229
H -1.59750 -1.30048 -0.80107 0.234
H -1.83464 1.09192 -0.02670 0.191
H 2.34542 -0.98578 0.77150 -0.042
H 2.28690 -0.25694 0.95883 0.027
H 0.17960 1.93179 -1.13074 0.208
H 1.40125 -0.58577 -1.15102 0.480
```

- What is the formula in the third record?
  C2H4NP